ORCA calculation (the ωB97M-V functional and the def2-TZVPD basis) on a molecular structure, C27H24N3OPdS3.

Structure (XYZ):
```
59
Properties=species:S:1:pos:R:3:forces:R:3:nbo_charge:R:1
Pd 2.185116 -1.540726 -0.398358 -0.9 0.3 0.7 0.83
S 4.345605 -1.644578 0.131118 0.4 0.1 0.1 0.03
S 4.551322 -2.478959 3.136277 0.0 0.0 0.0 0.47
S 3.721853 4.571808 -2.326316 -0.2 0.0 0.0 0.31
O 0.135409 -1.550191 -0.947176 0.3 0.2 0.1 -0.63
N 0.196960 6.904800 -0.608294 -0.2 0.1 0.1 -0.39
N 2.358320 0.381208 -1.198874 0.4 -0.3 -0.1 -0.47
N 2.433680 -2.410908 1.664970 0.3 -0.1 -0.6 -0.58
C -4.912475 -1.610375 -1.391142 0.1 0.0 0.0 0.09
C -3.182010 -2.625373 -0.035594 0.1 0.0 0.0 0.09
C -2.821644 -3.597659 1.059553 0.0 0.0 0.0 -0.65
C 2.983178 1.976410 -2.850859 0.0 0.0 0.0 -0.25
C 1.990393 -2.753989 2.931140 -0.2 -0.1 0.3 0.19
C 0.673271 -2.981223 3.323123 0.0 0.0 -0.1 -0.24
C 1.146486 5.567463 -2.347598 -0.1 0.0 0.0 -0.26
C 2.763073 -3.224170 5.192521 0.0 0.0 0.1 -0.20
C 2.338420 5.490512 -1.645032 0.2 -0.1 0.0 -0.15
C 1.451599 -3.456174 5.561482 0.0 0.0 0.0 -0.20
C 3.727751 -2.215350 1.647334 -0.1 -0.1 0.1 -0.12
C -2.204744 -1.876888 -0.735786 -0.2 0.0 -0.1 -0.19
C 1.349976 6.841396 0.044767 0.1 -0.1 -0.1 0.05
C -4.511470 -2.479366 -0.381649 -0.1 0.0 0.0 -0.25
C -3.939676 -0.877557 -2.069272 0.0 0.0 0.0 -0.24
C -1.618257 -0.160553 -2.558335 0.0 0.0 0.0 -0.64
C 2.456475 6.145111 -0.430735 0.0 0.1 0.1 -0.27
C -2.595028 -0.990002 -1.773943 0.0 0.0 0.0 0.09
C 3.019865 -2.865282 3.876397 0.0 0.1 -0.3 -0.25
C 0.101982 6.286162 -1.779705 0.1 -0.1 -0.1 0.05
C 0.415515 -3.329185 4.633571 0.0 0.0 0.0 -0.18
C -0.829845 -2.043883 -0.352447 0.0 -0.1 0.0 0.44
C -6.358503 -1.456097 -1.751119 0.0 0.0 0.0 -0.64
C 2.942052 2.596521 -0.543349 -0.1 0.0 -0.1 -0.24
C 2.585534 0.707342 -2.471902 -0.1 0.0 -0.1 0.06
C 2.542290 1.312662 -0.247105 -0.1 0.1 -0.1 0.05
C 3.168571 2.944279 -1.873530 0.0 0.1 0.0 -0.10
H 1.223561 -3.733939 6.581148 0.0 0.0 0.0 0.23
H -6.676375 -0.421430 -1.613776 0.0 0.0 0.0 0.24
H -5.261407 -3.055918 0.146274 0.0 0.0 0.0 0.22
H -4.249101 -0.198908 -2.855615 0.0 0.0 0.0 0.22
H -0.929417 -0.788036 -3.123610 0.0 0.0 0.0 0.23
H -0.631563 -2.661257 0.529684 0.0 0.0 0.0 0.15
H 1.030879 5.088701 -3.310465 0.0 0.0 0.0 0.23
H -3.720866 -4.063504 1.455913 0.0 0.0 0.0 0.24
H 3.567829 -3.313703 5.909553 0.0 0.0 0.0 0.23
H 3.079301 3.313781 0.253136 0.0 0.0 0.0 0.25
H 2.419682 -0.068559 -3.206790 0.1 0.0 0.0 0.22
H -6.994191 -2.095796 -1.142984 0.0 0.0 0.0 0.23
H -2.320013 -3.101699 1.892854 0.0 0.0 0.0 0.22
H 1.399016 7.368148 0.990638 0.0 0.0 0.0 0.21
H 3.145933 2.202273 -3.894980 0.0 0.0 0.0 0.25
H -2.155190 0.481668 -3.253724 0.0 0.0 0.0 0.22
H 2.361734 1.011421 0.774840 0.0 0.0 0.0 0.22
H -2.171512 -4.394746 0.696562 0.0 0.0 0.0 0.23
H -0.131895 -2.874418 2.608506 0.0 0.0 0.0 0.20
H -1.009885 0.462842 -1.901604 0.0 0.0 0.0 0.23
H -0.604660 -3.505102 4.946878 0.0 0.0 0.0 0.22
H -0.848479 6.370114 -2.293780 0.0 0.0 0.0 0.20
H -6.516670 -1.706760 -2.801075 0.0 0.0 0.0 0.24
H 3.382223 6.127617 0.128291 0.0 0.0 0.0 0.23
```
Positions in Å, forces in eV/Å.

Values from the calculation:
LUMO energy, eV: -3.9
Charge: +1
Orbital gap, Eh: 0.260
Energy above the lowest of the compared OMol25 structures with the same formula, charge and spin, kcal per mole: 20.25
HOMO level, eV: -11.0